1.
70
Properties=species:S:1:pos:R:3 method="wB97M-V/def2-TZVPD" homo_lumo_gap_ev=2.1 charge=+2 homo_ev=-10.755 spin_multiplicity=1 energy_ha=-9331.17462
C 2.6331 -2.5734 0.7661
C 3.1682 -1.7007 -0.5565
O 3.5617 -0.3779 -0.0493
C 3.1369 0.7154 -0.9356
C 2.6994 2.1014 -0.1369
C 2.3167 1.8765 1.4404
C 1.0217 2.8005 1.9370
C -0.2515 1.8688 2.4651
Si -1.4857 1.3940 1.0367
N -2.1714 2.9739 0.4112
C -1.7990 3.1433 -0.9249
S -1.8329 3.3185 -2.6287
O -0.5623 0.6757 -0.2745
N 0.2491 -0.3100 0.1461
O -0.2800 -1.0267 0.9805
O -2.8688 0.4515 1.5768
Si -4.1168 0.3549 0.3073
C -5.5091 -0.7893 1.0291
C -6.3110 0.1162 2.1633
N -7.3131 0.9786 1.7435
N -3.4975 -0.2148 -1.2811
C -4.5534 -0.2166 -2.3640
C -4.3133 0.8745 -3.6089
O -5.6651 -0.9756 -2.3834
C -2.7362 -1.5164 -1.1924
C -3.1159 -2.8199 -0.2747
O -1.6450 -1.6315 -1.9925
H 1.7294 -3.2813 0.4527
H 2.1923 -1.8039 1.5573
H 3.4943 -3.1752 1.2853
H 4.0646 -2.2479 -1.1003
H 2.2727 -1.7016 -1.3086
H 2.2229 0.4527 -1.6357
H 4.0499 0.9121 -1.6778
H 1.7317 2.5600 -0.6653
H 3.5512 2.8921 -0.3014
H 2.0524 0.7760 1.7392
H 3.2354 2.2082 2.1212
H 0.6523 3.5298 1.0899
H 1.3665 3.4429 2.8572
H 0.1402 0.8843 3.0055
H -0.8431 2.4993 3.2802
H -4.6882 1.7176 0.1505
H -5.0753 -1.7419 1.6035
H -6.1976 -1.1786 0.1661
H -5.9828 -0.0453 3.2786
H -7.3231 0.8350 0.6887
H -4.8665 0.5638 -4.5919
H -3.1489 1.0176 -3.8224
H -4.6878 1.9571 -3.2723
H -4.1106 -3.3462 -0.6717
H -3.1356 -2.6239 0.8844
H -2.2618 -3.6376 -0.4432
Na -6.3231 -0.7691 4.7632
Cl -0.3231 -3.6913 -0.1534
C 7.6846 -1.0378 -0.3858
O 8.8832 -0.9417 -0.1746
N 6.7622 -0.3935 0.3515
N 7.1789 -1.7968 -1.3747
H 5.7709 -0.4602 0.1929
H 7.1007 0.1887 1.1063
H 7.8394 -2.2989 -1.9536
H 6.1951 -1.8886 -1.5641
Al -1.2231 -0.7976 -4.0181
Br 4.4769 1.9070 2.8350
F 9.2769 -3.2345 -2.2927
F -6.6231 2.2746 3.5300
Cs 6.5769 -2.0911 -3.8177
Br -4.8231 2.8810 4.1279
Ca 2.3769 1.1940 -3.2417

=====

2.
27
Properties=species:S:1:pos:R:3 method="wB97M-V/def2-TZVPD" homo_lumo_gap_ev="8.5 / 10.1" homo_ev="-7.580 / -9.194" e_above_lowest_kcal_mol=26.8 spin_multiplicity=2 energy_ha=-502.44764
C 2.6724 1.6291 -0.9620
O 2.1766 0.3323 -0.7568
C 2.1539 -0.0445 0.5969
C 1.3119 -1.2773 0.7780
H 2.0830 2.3740 -0.3984
H 3.7249 1.7045 -0.6367
H 2.5878 1.8569 -2.0313
H 1.7240 0.7613 1.2236
H 3.1878 -0.2293 0.9512
H 1.5591 -2.0719 0.0586
H 1.3908 -1.6502 1.8068
O -0.3235 -0.8815 0.5912
C -0.7485 -1.0019 -0.7506
C -1.9283 -0.1180 -1.1073
O -1.5885 1.2121 -1.4228
C -1.2333 2.0098 -0.3185
H -1.0381 -2.0557 -0.9201
H 0.0827 -0.7649 -1.4316
H -2.4144 -0.5335 -2.0009
H -2.6912 -0.1273 -0.3075
H -1.1371 3.0420 -0.6775
H -2.0073 1.9758 0.4676
H -0.2761 1.6871 0.1188
C -2.2215 -1.8984 1.6997
H -2.7107 -2.5760 0.9952
H -1.5918 -2.3737 2.4538
H -2.7447 -0.9808 1.9806